{
  "formula": "C29H49OSi4",
  "method": "ωB97M-V/def2-TZVPD",
  "e_homo_ha": -0.3674,
  "charge": 1,
  "species": ["C", "Si", "C", "C", "Si", "Si", "C", "C", "C", "Si", "C", "C", "C", "O", "C", "C", "C", "H", "H", "H", "H", "H", "H", "H", "H", "H", "H", "H", "H", "H", "H", "H", "H", "H", "H", "H", "H", "H", "H", "H", "H", "H", "H", "H", "H", "H", "H", "H", "H", "C", "C", "C", "C", "C", "C", "C", "C", "C", "C", "C", "C", "C", "C", "C", "C", "C", "H", "H", "H", "H", "H", "H", "H", "H", "H", "H", "H", "H", "H", "H", "H", "H", "H"],
  "coordinates": [[2.362, -2.805, 3.935], [1.359, -2.717, 2.340], [2.535, -2.800, 0.873], [0.168, -4.170, 2.228], [0.169, -0.678, 2.361], [-1.331, -0.588, 4.207], [-1.106, -2.122, 5.280], [-0.946, 0.933, 5.251], [-3.146, -0.493, 3.704], [1.672, 1.106, 2.345], [2.671, 1.111, 3.943], [2.809, 0.889, 0.864], [0.706, 2.711, 2.153], [-0.544, -0.403, 0.761], [-1.880, -0.095, 0.626], [-2.714, -1.211, 0.075], [-2.360, 1.134, 0.952], [2.867, -3.783, 3.932], [3.129, -2.022, 3.983], [1.741, -2.743, 4.836], [2.847, -3.848, 0.751], [2.048, -2.483, -0.059], [3.437, -2.192, 1.019], [0.764, -5.091, 2.153], [-0.492, -4.261, 3.099], [-0.458, -4.103, 1.328], [-1.859, -2.057, 6.079], [-1.277, -3.056, 4.733], [-0.117, -2.164, 5.750], [-1.712, 0.969, 6.041], [0.036, 0.863, 5.734], [-0.998, 1.872, 4.688], [-3.739, -0.259, 4.600], [-3.341, 0.290, 2.963], [-3.503, -1.448, 3.296], [3.309, 2.007, 3.905], [2.038, 1.176, 4.836], [3.317, 0.228, 4.029], [3.275, 1.864, 0.661], [3.606, 0.159, 1.048], [2.255, 0.583, -0.032], [1.425, 3.540, 2.211], [0.214, 2.762, 1.176], [-0.050, 2.865, 2.931], [-3.680, -0.774, -0.207], [-2.242, -1.646, -0.821], [-2.872, -2.017, 0.811], [-3.438, 1.250, 0.951], [-1.711, 1.955, 1.236], [-8.361, 1.613, -0.550], [-7.076, 2.219, -0.081], [-6.005, 2.352, -0.973], [-4.811, 2.930, -0.561], [-4.623, 3.363, 0.785], [-3.375, 3.916, 1.236], [-3.271, 4.651, 2.424], [-2.136, 5.329, 2.869], [-2.154, 6.279, 3.943], [-1.028, 7.111, 4.205], [-1.053, 8.058, 5.220], [-2.182, 8.208, 6.043], [-2.152, 9.186, 7.182], [-3.313, 7.421, 5.776], [-3.306, 6.474, 4.762], [-5.711, 3.175, 1.677], [-6.912, 2.637, 1.242], [-9.168, 1.811, 0.163], [-8.643, 2.011, -1.536], [-8.267, 0.521, -0.667], [-6.126, 1.987, -1.995], [-3.984, 3.043, -1.262], [-2.520, 3.900, 0.555], [-4.169, 4.705, 3.029], [-1.188, 5.137, 2.351], [-0.143, 6.999, 3.579], [-0.187, 8.699, 5.405], [-3.108, 9.188, 7.714], [-1.369, 8.929, 7.908], [-1.946, 10.209, 6.845], [-4.209, 7.554, 6.390], [-4.202, 5.873, 4.593], [-5.607, 3.453, 2.724], [-7.748, 2.525, 1.939]],
  "lowdin_charge": [-0.200, 0.404, -0.213, -0.212, 0.501, 0.428, -0.211, -0.214, -0.209, 0.409, -0.202, -0.206, -0.225, -0.294, -0.476, -0.022, 0.020, 0.041, 0.016, 0.011, 0.035, 0.034, 0.020, 0.036, 0.010, 0.031, 0.038, 0.016, 0.019, 0.034, 0.020, 0.009, 0.034, -0.005, 0.035, 0.035, 0.012, 0.019, 0.033, 0.024, 0.036, 0.035, 0.023, 0.003, 0.079, 0.097, 0.087, 0.049, 0.034, -0.034, -0.245, -0.014, 0.000, -0.234, 0.032, -0.051, 0.059, -0.201, 0.008, -0.016, -0.234, -0.033, -0.013, 0.009, 0.005, -0.012, 0.085, 0.095, 0.102, 0.129, 0.128, 0.133, 0.087, 0.127, 0.123, 0.129, 0.083, 0.099, 0.097, 0.125, 0.112, 0.113, 0.126]
}